--- A ---
Formula: C6H13NO
Source: the OMol25 dataset
Level of theory: ωB97M-V/def2-TZVPD

Geometry as XYZ:
```
21
Properties=species:S:1:pos:R:3
C 2.45962 -1.45462 -0.91345
N 0.13965 -2.24005 0.73869
C 0.24441 -0.98022 0.25544
C 1.36783 -0.56022 -0.44156
C -2.57896 1.40561 -0.55392
C -1.29013 0.66234 -0.66147
C -0.90067 -0.09603 0.39460
H 2.21023 -2.50972 -0.80101
H 3.38561 -1.35249 -0.33848
H 2.85704 -1.13666 -1.87344
H -0.52726 -2.36257 1.47614
H 0.86287 -2.91978 0.59869
H 1.32222 0.47350 -0.76301
H -3.01668 1.50984 -1.54937
H -2.53030 2.40852 -0.13250
H -3.27361 0.68336 -0.14133
H -0.62621 0.74022 -1.50587
H -1.64705 -0.29911 1.14673
H 1.27203 2.37852 0.97948
H 0.08571 2.86990 1.83118
O 0.34817 2.62235 0.91471
```

Its gap between HOMO and LUMO (spin up / spin down) is 9.86 / 7.20 eV. Its expectation value of S² is 0.76. Its spin multiplicity is 2. The charge is +1. For the molar mass, the calculation gives 115.18 u.



--- B ---
Formula: C6H13NO
Source: the OMol25 dataset
Level of theory: ωB97M-V/def2-TZVPD

Geometry as XYZ:
```
21
Properties=species:S:1:pos:R:3
C 0.84715 -1.18997 -1.29491
N -0.69727 -0.26388 0.98644
C -0.39838 0.61722 0.00057
C 0.47783 0.18840 -1.00704
C 0.97405 1.18322 -2.00188
C -2.45170 1.97822 0.28040
C -1.15509 1.86160 -0.01093
H 0.35870 -1.56923 -2.20131
H 0.68439 -1.92457 -0.50784
H 1.90700 -1.28330 -1.55860
H -1.61622 -0.19712 1.40769
H -0.48213 -1.25579 0.98982
H 1.79007 1.78881 -1.58799
H 1.49348 0.72746 -2.84627
H 0.16871 1.80932 -2.38618
H -2.93994 2.93453 0.16908
H -3.08466 1.15597 0.58964
H -0.58051 2.74371 -0.26782
H 1.28751 -2.96229 4.47360
H 2.04875 -2.93362 3.15021
O 1.36827 -3.40872 3.62333
```

Its gap between HOMO and LUMO (spin up / spin down) is 9.54 / 7.64 eV. Its expectation value of S² is 0.76. Its spin multiplicity is 2. The charge is +1. For the molar mass, the calculation gives 115.18 u.



Need the numbers? Relative energies in hartree: A 0.0041; B 0.0000.



--- A ---
Formula: C25H63NO14
Source: the OMol25 dataset
Level of theory: ωB97M-V/def2-TZVPD

Geometry as XYZ:
```
103
Properties=species:S:1:pos:R:3
C 0.95635 -0.53658 0.77737
N 2.15364 -0.49807 -0.13265
O 2.94303 0.39821 0.07142
O 2.31824 -1.31965 -1.00756
H 0.49386 0.44960 0.81798
H 1.41777 -0.80617 1.72738
H 0.31452 -1.38457 0.53848
C -0.22513 0.60839 -5.74664
O -0.71482 0.91638 -7.07097
C -1.45691 2.12309 -7.20976
C -2.91485 2.00485 -7.71599
O -3.62098 1.14080 -6.84562
C -4.99760 1.23219 -6.92692
H 0.48188 1.37979 -5.44139
H 0.23700 -0.36306 -5.57104
H -0.88287 0.63023 -4.87773
H -0.88769 2.85025 -7.78883
H -1.47485 2.60587 -6.23266
H -3.01801 1.63562 -8.73635
H -3.25414 3.04049 -7.73667
H -5.36601 2.23451 -6.70845
H -5.49868 0.59005 -6.20257
H -5.43634 0.80435 -7.82834
C 8.45684 -5.38965 -7.87871
O 8.97578 -5.37164 -6.46983
C 8.96232 -4.11106 -5.93576
C 7.65110 -3.77444 -5.12542
O 6.50122 -3.88072 -5.99970
C 5.24913 -3.69863 -5.25722
H 7.46770 -4.93242 -7.90383
H 8.50059 -6.38151 -8.32861
H 9.01030 -4.84196 -8.64148
H 9.25011 -3.26630 -6.56158
H 9.73023 -4.00194 -5.16992
H 7.71785 -2.78269 -4.67813
H 7.56133 -4.48781 -4.30619
H 5.03707 -4.47823 -4.52555
H 4.34968 -3.65389 -5.87131
H 5.31646 -2.70161 -4.82188
C -1.16947 0.25122 6.29928
O -1.44623 1.57892 6.18203
C -1.09845 2.27627 4.96537
C -1.37211 3.76918 5.07624
O -1.15559 4.50050 3.83932
C -2.24102 4.40927 2.96494
H -1.72865 -0.38752 5.61559
H -1.43413 -0.00407 7.32538
H -0.11303 0.15225 6.04979
H -1.79185 1.87038 4.22879
H -0.06803 2.08876 4.66340
H -0.77244 4.31737 5.80287
H -2.40631 3.94441 5.37258
H -1.95666 5.02691 2.11302
H -3.13453 4.92237 3.32055
H -2.47982 3.37889 2.70150
C -6.44873 1.23726 -0.50172
O -6.12022 0.14069 -1.30793
C -4.83569 -0.37379 -1.12283
C -4.77277 -1.72174 -1.88767
O -3.39520 -2.15221 -1.81140
C -3.14059 -3.39299 -2.52561
H -7.22006 1.83250 -0.99044
H -5.57636 1.89075 -0.50704
H -6.75657 1.04742 0.52652
H -4.53080 -0.54631 -0.09065
H -4.17126 0.33467 -1.61752
H -5.03538 -1.43798 -2.90680
H -5.48622 -2.49524 -1.60341
H -3.85860 -4.18730 -2.32156
H -2.17103 -3.80291 -2.24274
H -3.04272 -3.13732 -3.58067
C 5.02098 4.46218 3.66685
O 5.11004 5.31160 4.79023
C 4.27727 6.42558 4.91009
C 4.73484 7.46152 5.95950
O 5.64238 8.39465 5.47965
C 6.82486 7.89237 4.86513
H 5.88333 3.79667 3.70609
H 5.11576 4.93926 2.69140
H 4.05287 3.96140 3.65753
H 3.29253 6.10228 5.24754
H 4.14887 6.93918 3.95729
H 5.28144 6.97534 6.76756
H 3.81372 7.93828 6.29468
H 6.76549 7.62611 3.80982
H 7.13562 6.91376 5.23099
H 7.61137 8.64681 4.88293
C -5.44187 -3.69774 6.45126
O -4.93693 -4.33688 5.24551
C -4.77729 -5.72630 5.45485
C -4.66086 -6.50299 4.15175
O -3.55569 -6.15582 3.32494
C -3.79373 -4.87454 2.67190
H -4.64840 -3.77196 7.19489
H -6.38144 -4.06466 6.86439
H -5.62395 -2.62766 6.35194
H -5.56409 -6.09007 6.11570
H -3.95623 -5.93464 6.14083
H -5.62581 -6.36407 3.66423
H -4.43689 -7.55461 4.33071
H -4.74584 -4.86563 2.14134
H -2.97945 -4.56370 2.01735
H -3.95732 -3.96827 3.25500
```

As for the SMILES: C[N+](=O)[O-].COCCOC.COCCOC.COCCOC.COCCOC.COCCOC.COCCOC. Its gap between HOMO and LUMO is 9.41 eV. Its spin multiplicity is 1. For the molar mass, the calculation gives 601.77 u.



--- B ---
Formula: C25H63NO14
Source: the OMol25 dataset
Level of theory: ωB97M-V/def2-TZVPD

Geometry as XYZ:
```
103
Properties=species:S:1:pos:R:3
C -0.33182 -5.43651 -5.19844
C -0.25323 -5.07813 -3.74177
O -0.94364 -5.56615 -2.90919
O 0.58910 -4.08778 -3.36608
C 1.78103 -3.83711 -4.12570
C 2.86430 -4.88896 -3.89765
C 3.53539 -4.84775 -2.51108
N 2.63046 -4.60045 -1.39085
C 2.43844 -3.30016 -1.02024
O 3.05989 -2.34203 -1.40002
O 1.39683 -3.21138 -0.13667
C 1.30351 -1.98367 0.53300
O 2.40217 -1.88631 1.43424
C 2.54565 -0.71026 2.10026
C 2.26518 0.55476 1.33901
O 2.91498 -0.72024 3.22521
H -0.50882 -4.53146 -5.79273
H 0.62805 -5.83919 -5.54521
H -1.12048 -6.16844 -5.36354
H 1.56768 -3.71639 -5.19100
H 2.14709 -2.86568 -3.77479
H 3.64226 -4.70403 -4.65220
H 2.47677 -5.89638 -4.09928
H 4.01820 -5.81731 -2.33068
H 4.32997 -4.09758 -2.49320
H 1.76098 -5.12151 -1.42711
H 1.28059 -1.15336 -0.18147
H 0.36660 -2.00935 1.10138
H 1.18286 0.70492 1.23002
H 2.68227 0.54023 0.32640
H 2.67159 1.40182 1.89455
C 1.04651 4.16931 4.54842
C 2.07712 3.08262 4.31057
O 2.97475 3.41034 3.25127
H 0.47040 4.36162 3.64440
H 0.35979 3.88174 5.34759
H 1.52918 5.10733 4.83679
H 1.59142 2.15394 4.01093
H 2.64742 2.87983 5.22347
H 3.44349 4.21569 3.49638
C -3.83918 -5.28944 -8.83115
C -3.10545 -5.58261 -7.53705
O -1.97399 -6.42578 -7.73604
H -4.16276 -6.21744 -9.30311
H -4.71467 -4.66455 -8.64952
H -3.18760 -4.76549 -9.53518
H -3.75206 -6.11454 -6.84030
H -2.79408 -4.64834 -7.05550
H -1.37330 -5.97835 -8.34214
C -2.17847 -1.37108 -6.99746
C -1.21444 -1.54459 -5.84114
O 0.00949 -2.16037 -6.24878
H -2.39520 -2.33527 -7.46036
H -3.11508 -0.93069 -6.65489
H -1.75313 -0.72072 -7.76620
H -1.64084 -2.20307 -5.08772
H -1.00646 -0.57916 -5.36833
H 0.43679 -1.60175 -6.90707
C -3.53009 -1.83843 -0.72756
C -3.48589 -2.63442 -2.01828
O -3.04924 -1.84158 -3.12495
H -4.19688 -0.98125 -0.83284
H -3.88793 -2.46249 0.09345
H -2.54319 -1.45412 -0.46096
H -4.48324 -2.98640 -2.27976
H -2.83462 -3.50828 -1.91589
H -2.15492 -1.54510 -2.92015
C -3.22253 6.34274 3.84729
C -1.74277 6.58211 3.61349
O -1.21690 5.72513 2.60083
H -3.39927 5.30291 4.12702
H -3.59966 6.98866 4.64177
H -3.79938 6.54609 2.94145
H -1.17316 6.36908 4.51495
H -1.56133 7.62784 3.34658
H -1.68629 5.90092 1.77842
C -3.66124 0.90753 3.03034
C -2.62853 -0.10508 2.57472
O -1.90540 0.34597 1.43121
H -4.36106 1.12479 2.22266
H -4.22167 0.53320 3.88805
H -3.18168 1.84595 3.31992
H -3.10926 -1.03483 2.27247
H -1.93313 -0.33534 3.38901
H -1.45752 1.16563 1.66918
C 5.78070 2.32994 4.72510
C 6.47349 2.81178 3.46681
O 7.44502 3.82208 3.73475
H 5.30043 3.16546 5.23783
H 5.02209 1.58320 4.48679
H 6.49904 1.88571 5.41909
H 5.75316 3.26265 2.78583
H 6.94418 1.97158 2.94562
H 8.10616 3.44701 4.32606
C -1.29247 7.39137 8.91071
C -1.07648 6.66824 7.59539
O -0.48442 7.50832 6.60831
H -1.92060 8.27018 8.76231
H -1.77126 6.73798 9.64118
H -0.34026 7.72723 9.32794
H -2.02947 6.34545 7.17585
H -0.45790 5.77682 7.74586
H 0.37190 7.80044 6.93914
```

As for the SMILES: CC(=O)OCCCNC(=O)OCOC(C)=O.CCO.CCO.CCO.CCO.CCO.CCO.CCO.CCO. Its gap between HOMO and LUMO is 10.15 eV. Its spin multiplicity is 1. For the molar mass, the calculation gives 601.77 u.



Need the numbers? Relative energies in hartree: A 0.4732; B 0.0000.



--- A ---
Formula: C5H6N2O2S
Source: the OMol25 dataset
Level of theory: ωB97M-V/def2-TZVPD

Geometry as XYZ:
```
16
Properties=species:S:1:pos:R:3
C 0.93693 -1.41127 -2.02163
C -0.29544 -1.05009 -2.50803
C -0.19312 -1.29692 0.02222
C 0.84822 0.67938 1.73234
C -1.19664 1.81632 1.34780
N 0.91006 -1.59795 -0.63921
N -0.00132 1.68425 2.12316
O 1.81426 0.31021 1.02658
O 0.14628 0.23094 2.70749
S -1.38326 -0.83095 -1.11427
H 1.90242 -1.82212 -2.48681
H -0.62124 -0.54526 -3.41209
H -1.19995 2.76014 0.63606
H -1.50646 0.97690 0.74070
H -1.92910 2.03775 2.04070
H 1.76837 -1.94133 -0.19502
```

Its gap between HOMO and LUMO is 9.34 eV. Its spin multiplicity is 1. For the molar mass, the calculation gives 158.18 u.



--- B ---
Formula: C5H6N2O2S
Source: the OMol25 dataset
Level of theory: ωB97M-V/def2-TZVPD

Geometry as XYZ:
```
16
Properties=species:S:1:pos:R:3
C -0.05410 0.02109 1.60450
C 0.26953 1.04893 -0.61980
C -0.36571 -1.36693 1.17182
C 0.19752 1.10989 0.79672
C 0.32422 -0.14508 -1.23612
N -0.16585 -1.93548 0.06542
N -0.04781 2.25640 1.47496
O 0.59132 -2.36847 -2.41879
O -0.97954 -0.64082 -3.45415
S 0.35148 -0.88386 -2.90986
H -0.14030 0.21839 2.72340
H 0.37931 1.87695 -1.29413
H -0.70405 -2.09484 1.95742
H 0.20288 -2.51473 -1.40136
H -0.14266 2.26565 2.42230
H 0.28375 3.15290 1.11766
```

Its gap between HOMO and LUMO (spin up / spin down) is 8.12 / 7.98 eV. Its spin multiplicity is 1. For the molar mass, the calculation gives 158.18 u.



Need the numbers? Relative energies in hartree: A 0.0000; B 0.0133.